[1]
Below is a structure of composition C11H10ClNTi at a distorted geometry, with properties calculated with ωB97M-V/def2-TZVPD.

Output
orbital gap	6.6	eV
net charge	-1
<S²>	0.755
lowest unoccupied orbital energy	2.828	eV
2S+1	2
highest occupied orbital energy	-3.74	eV

XYZ file:
```
24
Properties=species:S:1:pos:R:3:mulliken_spin:R:1
Ti -0.02255 0.13289 -0.06290 1.038
Cl 2.47780 -0.13181 0.62083 -0.003
N 1.41992 -2.74564 1.16127 0.009
C -0.74722 2.17618 0.78108 -0.012
C 1.14844 -0.22832 -2.11702 -0.015
C -0.30915 0.43606 2.29376 -0.030
C -1.62868 0.22457 1.74546 0.033
C -0.79835 1.05909 -1.94647 -0.029
C 0.01407 -1.12788 -2.14639 -0.022
C -1.18680 -0.34203 -2.01897 0.043
C -1.89473 1.29890 0.79848 -0.008
C 0.23930 1.64205 1.70627 -0.012
C 0.83702 -1.84330 0.75009 -0.032
C 0.65074 1.12326 -1.98768 0.008
H 0.07040 -2.20710 -2.19750 -0.003
H 1.21131 2.06375 1.90481 0.002
H 1.25258 2.01566 -1.94119 0.008
H -2.28831 -0.60421 1.96248 0.013
H -0.62202 3.06001 0.18453 -0.003
H -1.46741 1.89692 -1.89174 0.003
H -2.79376 1.40618 0.21696 0.003
H 2.18693 -0.51995 -2.17394 0.000
H -2.19531 -0.72398 -1.99198 0.009
H 0.19774 -0.21524 2.98641 0.000
```

***

[2]
Below is a cluster of 2 separate species, C20H35Br2N4O2 in total at a distorted geometry, with properties calculated with ωB97M-V/def2-TZVPD.

Output
orbital gap	8.1	eV
net charge	+1
lowest unoccupied orbital energy	-3.653	eV
highest occupied orbital energy	-11.73	eV

XYZ file:
```
63
Properties=species:S:1:pos:R:3:nbo_charge:R:1
Br -3.63080 2.28452 3.75058 -0.019
Br -0.68491 3.69136 2.20664 0.029
O -2.53789 -2.12168 -3.01734 -0.507
O -2.70130 -2.44650 -0.84282 -0.631
N 5.75764 -2.16120 -2.67576 -0.844
N 3.52107 -1.73917 -3.11980 -0.711
N 4.59808 -0.26837 -1.54505 -0.669
N 0.80655 0.99629 0.68035 -0.298
C 0.80187 0.03898 -0.31800 0.065
C -1.75691 -0.66734 3.16536 -0.448
C -3.88646 -1.16735 -4.80811 -0.638
C -4.68071 -2.86061 -2.07363 -0.747
C -3.26436 -0.39848 2.74426 -0.422
C 3.19704 1.73979 0.07884 -0.429
C -4.10708 0.36535 3.84419 -0.424
C 1.30446 2.05705 3.72711 -0.427
C 4.56760 -1.37321 -2.46466 0.580
C 1.68803 2.16392 0.44310 -0.237
C 0.02192 -1.16945 -0.27757 -0.202
C -0.83379 -0.37052 1.93918 -0.006
C -0.82120 -1.41070 0.88547 -0.077
C -0.00297 0.84153 1.80107 0.246
C 1.28161 3.25445 4.77982 -0.616
C -0.04819 1.93452 2.91989 -0.287
C -3.22920 -2.49010 -1.93051 0.826
C -2.99490 -2.30946 -4.36734 -0.071
C 3.39384 2.02190 -1.46240 -0.424
C 4.39782 1.05234 -2.20641 -0.234
H -5.18293 0.27330 3.53421 0.235
H 6.01575 -2.68424 -1.83528 0.377
H 2.00104 2.97687 5.59568 0.229
H 3.90094 2.40524 0.64564 0.234
H 3.94392 0.83750 -3.21729 0.216
H -3.77110 -1.39722 2.61189 0.229
H 3.28126 0.66725 0.37634 0.238
H -3.47123 -3.28415 -4.48628 0.184
H 1.23361 2.75588 -0.40179 0.234
H -4.78963 -1.10408 -4.19895 0.209
H -5.29412 -1.97846 -1.89014 0.252
H -0.82822 1.65522 3.67729 0.269
H 3.80824 3.06670 -1.56553 0.232
H 0.10057 -1.87559 -1.13754 0.272
H 1.43756 0.20098 -1.22306 0.241
H -4.91534 -3.62212 -1.33017 0.251
H 2.42816 2.02895 -2.03627 0.198
H 5.53053 -2.86875 -3.37876 0.398
H -3.28653 0.20745 1.80472 0.228
H 2.74977 -1.09987 -2.89283 0.315
H -4.93319 -3.28670 -3.04138 0.228
H 0.26216 3.22274 5.25767 0.217
H 1.76305 2.86721 1.30027 0.253
H -4.18209 -1.29130 -5.85072 0.231
H 5.38978 1.53411 -2.44089 0.208
H 1.50210 4.24339 4.31789 0.230
H 2.22336 2.05089 3.09240 0.209
H 1.36216 1.12285 4.36215 0.225
H 5.54753 -0.22926 -1.15539 0.382
H -1.43990 -0.17400 4.11470 0.231
H -1.44129 -2.32548 1.00378 0.275
H -1.67187 -1.77716 3.34870 0.238
H -3.96714 -0.06430 4.87183 0.229
H -2.09900 -2.32708 -4.98880 0.206
H -3.36476 -0.21464 -4.70054 0.220
```

***

[3]
Below is a cluster of 2 separate species, C2H4BrClO3P in total at a distorted geometry, with properties calculated with ωB97M-V/def2-TZVPD.

Output
orbital gap (alpha / beta)	7.0 / 7.0	eV
net charge	-1
lowest unoccupied orbital energy (alpha / beta)	3.256 / 3.256	eV
highest occupied orbital energy (alpha / beta)	-3.73 / -3.73	eV

XYZ file:
```
12
Properties=species:S:1:pos:R:3:nbo_charge:R:1
Br -1.77206 -0.62936 0.06286 -0.099
Cl 3.31073 -2.03854 0.15149 -0.124
P 1.87472 1.48437 0.03182 2.331
O 2.33684 2.54814 -0.86633 -1.078
O 2.00112 -0.00555 -0.73486 -0.786
O 2.26117 1.35466 1.44991 -1.096
C -1.26109 1.21471 -0.07949 -0.841
C 1.79699 -1.11666 0.02495 -0.051
H 1.50983 -0.86387 1.04995 0.215
H 1.06571 -1.77733 -0.44781 0.191
H -1.66073 1.75931 0.76452 0.168
H -1.58315 1.59810 -1.04018 0.169
```

***

[4]
Below is an isolated molecule of C4H9NO2, with properties calculated with ωB97M-V/def2-TZVPD.

Output
orbital gap	10.6	eV
lowest unoccupied orbital energy	0.653	eV
highest occupied orbital energy	-9.95	eV

XYZ file:
```
16
Properties=species:S:1:pos:R:3:nbo_charge:R:1
O 1.84013 -1.55944 -0.65723 -0.632
O -0.13167 -1.96330 1.11780 -0.726
N 1.07876 0.48866 0.16148 -0.605
C 1.94790 -0.35782 -0.44996 0.536
C -0.95039 -1.01405 0.50690 -0.065
C -0.35804 0.41154 0.45711 -0.074
C -1.06046 1.28710 -0.59569 -0.616
H -0.83326 0.85791 -1.57855 0.214
H 2.86696 0.16686 -0.76649 0.121
H 1.39829 1.44777 0.22827 0.393
H -0.66516 2.31230 -0.57867 0.206
H 0.67026 -1.98066 0.56386 0.487
H -2.15136 1.35753 -0.48994 0.222
H -1.29014 -1.32555 -0.49568 0.157
H -0.49938 0.82616 1.46650 0.199
H -1.86243 -0.95501 1.11029 0.184
```

***

[5]
Below is a structure of composition C39H57LuN7O3P3S at a distorted geometry, with properties calculated with ωB97M-V/def2-TZVPD.

Output
orbital gap	5.5	eV
lowest unoccupied orbital energy	0.015	eV
highest occupied orbital energy	-5.52	eV

XYZ file:
```
111
Properties=species:S:1:pos:R:3:mulliken_charge:R:1
Lu -0.30739 0.07445 -0.31766 0.003
S -1.84501 -0.25406 -2.51143 -0.491
P 2.62669 0.18891 -0.71565 2.721
P -2.07061 2.91848 0.68974 -0.976
P 0.65142 3.49783 0.74233 -1.028
O 0.69281 2.30191 -0.11218 0.589
O -0.84337 3.76012 1.38447 -0.672
O -1.71881 1.50462 0.56486 0.035
N -3.47686 -0.57378 -0.25500 -0.635
N -2.22337 3.73437 -0.76494 1.091
N -0.10561 -1.74253 0.36684 1.196
N 0.91388 4.89435 -0.09907 1.053
N 1.61160 3.34974 2.09642 1.432
N -3.26277 3.13978 1.80711 0.539
N 3.19666 -2.38551 0.76440 0.145
C 5.31391 0.93883 2.26729 -0.817
C -2.77404 -0.46524 -1.17210 0.704
C 4.65263 3.07753 1.42699 -0.765
C 5.37101 2.32060 2.33712 -0.891
C 2.57226 2.91913 -4.44424 -0.846
C 1.45348 2.09378 2.80775 -1.547
C -2.94956 4.98378 -0.82651 -1.097
C 3.72648 -1.18106 -1.27024 0.914
C 4.66231 -3.37143 -0.86329 -0.730
C -4.26913 2.09837 1.90635 -0.855
C 0.47392 -3.45058 1.96359 1.397
C 3.85806 2.46356 0.47509 -0.347
C 3.78804 1.97685 -2.59973 0.143
C 0.59821 6.20354 0.42720 -1.209
C 1.07247 -4.66370 2.22535 -0.938
C 1.22042 -5.13352 -0.10073 -0.765
C 5.35248 -3.30765 -2.05473 -0.779
C -0.03750 -2.65171 3.14034 0.059
C -2.20653 3.01895 -2.02281 -0.461
C 1.44546 2.20703 -4.06764 -0.500
C 5.22839 -2.19193 -2.87030 -1.046
C 1.67909 4.89546 -1.32673 -0.461
C -1.54049 -2.39817 3.01506 -1.596
C 1.84774 4.47559 2.97539 -1.237
C 0.90452 -2.48616 -2.51328 -1.003
C -1.27518 -3.62684 -1.99013 -1.688
C -3.66460 4.41441 2.34837 -1.003
C 3.82647 -2.32754 -0.45723 0.321
C 0.71027 -1.32765 3.30372 -1.143
C 0.62946 -3.92986 -0.42412 0.770
C 3.74857 2.78507 -3.72206 -0.903
C 4.41557 -1.14452 -2.47766 -1.236
C 1.49617 -5.50310 1.20714 -1.408
C 3.78767 1.07360 0.40129 0.617
C 0.24881 -3.71117 -1.87306 0.320
C 4.53320 0.32171 1.31010 -0.926
C 0.30280 -2.97669 0.61032 -1.052
C 2.65295 1.27291 -2.19668 0.479
C 1.49436 1.37450 -2.96248 -0.560
H 2.67207 5.33465 -1.18391 0.239
H -3.89626 1.19071 1.43396 0.148
H 1.15415 5.47626 -2.08917 0.423
H -4.51707 4.83810 1.80742 0.298
H 1.20371 -4.96408 3.25953 0.384
H -1.64743 -2.84563 -1.32662 0.095
H 0.62306 0.77166 -2.70641 -0.266
H 1.98034 -2.62720 -2.59106 0.196
H 0.52772 2.29485 -4.63094 0.508
H 5.97119 2.80314 3.09395 0.396
H 0.49687 -2.31718 -3.51049 0.672
H -1.78632 3.66837 -2.79464 0.406
H 5.88667 0.33417 2.95434 0.479
H 2.30868 -1.88739 0.80511 -1.105
H 0.96460 4.72935 3.57377 0.138
H 1.78704 -1.49236 3.31074 0.355
H -3.95789 4.26991 3.39009 0.374
H 3.29398 3.07542 -0.21241 0.325
H 4.70426 1.87931 -2.03347 0.556
H -1.56524 2.14565 -1.92090 -0.387
H 2.54322 3.56500 -5.30833 0.410
H 4.75774 -4.23467 -0.22214 0.449
H -0.00086 6.76126 -0.29975 0.286
H 2.36027 1.89871 3.38059 0.545
H 0.58300 -4.58681 -2.44838 0.654
H 0.70440 -1.59894 -1.89066 0.099
H -1.91077 -1.79891 3.84616 0.442
H 1.78363 3.87439 -1.68272 -0.344
H 1.32581 1.28969 2.08342 0.081
H 0.41941 -0.84242 4.23561 0.641
H 3.09529 -3.32201 1.13477 0.529
H -2.54102 5.58987 -1.63719 0.302
H -2.83437 5.52880 0.10483 0.382
H 1.50429 6.78144 0.64215 0.375
H 2.15106 5.33476 2.38316 0.360
H 1.47561 -5.81757 -0.90191 0.407
H 0.59037 2.10576 3.48166 0.378
H 5.76221 -2.13380 -3.80700 0.440
H 2.66640 4.20690 3.64587 0.381
H 0.01953 6.09591 1.34099 0.344
H 4.30683 -0.29551 -3.13442 0.406
H 1.96565 -6.44887 1.43009 0.321
H 4.50008 -0.75411 1.27248 0.397
H 4.64105 3.30875 -4.03691 0.480
H -1.72845 -4.57039 -1.69109 0.444
H 4.71350 4.15681 1.45900 0.507
H -2.82866 5.10892 2.31967 0.181
H 5.97438 -4.13771 -2.35747 0.403
H 0.45010 -0.67805 2.45831 -0.290
H -3.20136 2.68970 -2.33812 0.264
H -2.07654 -3.34268 3.00767 0.430
H -4.01590 4.83519 -1.02523 0.247
H -5.19873 2.40214 1.41898 0.259
H 0.13808 -3.24325 4.04883 0.727
H -4.46376 1.89402 2.96022 0.326
H -1.74515 -1.87300 2.07845 0.121
H -1.56935 -3.39573 -3.01405 0.464
```

***

[6]
Below is an isolated molecule of C17H21N5O, with properties calculated with ωB97M-V/def2-TZVPD.

Output
orbital gap	8.5	eV
lowest unoccupied orbital energy	0.603	eV
highest occupied orbital energy	-7.88	eV

XYZ file:
```
44
Properties=species:S:1:pos:R:3:nbo_charge:R:1
O 6.16177 -0.54871 -0.12567 -0.521
N 3.48210 0.36141 -0.27961 -0.464
N 0.32199 -1.94127 0.81929 -0.508
N -1.87845 1.01204 0.60492 -0.556
N -1.90340 -2.51351 0.23862 -0.460
N 1.09885 0.19383 1.19973 -0.608
C 2.30460 1.07200 -0.74277 -0.227
C -7.15360 -0.47859 -0.68062 -0.621
C 5.12532 -1.39746 -0.56110 -0.074
C 3.99960 -0.60789 -1.23005 -0.247
C 0.06131 -0.63456 0.84397 0.395
C -3.20946 0.82723 0.32041 0.238
C 1.39659 1.39844 0.45531 -0.216
C -5.49237 1.29948 -0.09433 -0.176
C -4.23378 1.75943 0.23047 -0.270
C 4.55257 1.24595 0.14589 -0.252
C 5.66589 0.40930 0.77732 -0.072
C -2.20492 -1.21361 0.28548 0.181
C -3.45626 -0.54425 0.08895 -0.141
C -1.25468 -0.21454 0.60560 0.022
C -5.75723 -0.05667 -0.33096 -0.050
C -0.65433 -2.79200 0.53318 0.246
C -4.73526 -0.98174 -0.23794 -0.155
H 5.27259 -0.09164 1.67518 0.165
H -4.90996 -2.03204 -0.41201 0.223
H 6.51294 1.03932 1.05399 0.195
H 0.47846 1.85791 0.08944 0.196
H -7.84475 -0.20521 0.11598 0.216
H 4.16799 1.95208 0.88362 0.202
H 1.74994 0.41581 -1.41867 0.205
H -4.05140 2.80888 0.41017 0.212
H -6.30747 2.00513 -0.16980 0.208
H 3.19731 -1.29320 -1.51038 0.212
H -7.48440 0.01766 -1.59246 0.215
H 5.57696 -2.09713 -1.26584 0.196
H 4.39040 -0.11825 -2.13936 0.169
H 1.89745 2.09898 1.13011 0.194
H 4.96530 1.81421 -0.70728 0.171
H 2.55635 1.99529 -1.28885 0.179
H -0.37595 -3.83795 0.52842 0.173
H -1.48373 1.86923 0.95185 0.412
H 1.94889 -0.34714 1.33751 0.411
H 4.71254 -1.95295 0.29418 0.169
H -7.20632 -1.55331 -0.83189 0.216
```